{"formula": "C20H21BCl2N", "method": "ωB97M-V/def2-TZVPD", "elements": ["C", "C", "N", "B", "H", "C", "C", "C", "C", "C", "H", "H", "H", "H", "H", "H", "H", "H", "H", "H", "H", "Cl", "C", "C", "C", "C", "C", "C", "C", "C", "C", "Cl", "C", "C", "C", "C", "H", "H", "H", "H", "H", "H", "H", "H", "H"], "xyz": [[-0.244, -3.877, -3.310], [0.283, -2.518, -3.642], [0.462, -1.755, -2.567], [0.131, -2.393, -1.225], [-0.459, -0.795, 2.416], [0.837, -0.470, -2.595], [0.867, 0.149, -1.237], [1.114, 0.095, -3.821], [0.980, -0.649, -4.979], [0.564, -1.985, -4.890], [-0.284, -4.498, -4.205], [0.380, -4.356, -2.549], [-1.252, -3.798, -2.892], [-0.878, -1.965, -0.828], [1.126, -2.570, -0.614], [1.271, 1.156, -1.201], [-0.152, 0.183, -0.829], [1.457, -0.471, -0.548], [1.418, 1.130, -3.835], [1.196, -0.226, -5.950], [0.429, -2.607, -5.769], [5.187, 2.432, 1.988], [3.598, 1.815, 2.184], [3.394, 0.472, 2.478], [2.083, -0.004, 2.608], [0.953, 0.818, 2.535], [-0.437, 0.203, 2.848], [-1.760, 0.818, 2.402], [-2.922, 0.339, 3.007], [-4.170, 0.931, 2.813], [-4.316, 1.950, 1.862], [-5.829, 2.763, 1.681], [-3.184, 2.382, 1.145], [-1.923, 1.782, 1.388], [1.189, 2.195, 2.345], [2.496, 2.701, 2.167], [4.249, -0.187, 2.547], [1.943, -1.068, 2.756], [-0.507, -0.053, 3.926], [-2.829, -0.536, 3.628], [-5.064, 0.590, 3.316], [-3.322, 3.143, 0.376], [-1.080, 2.097, 0.770], [0.326, 2.869, 2.334], [2.680, 3.770, 1.966]], "mulliken_charge": [-1.59, 1.05, 0.05, 0.32, 0.39, 1.35, -1.94, -0.92, -0.19, -0.84, 0.40, 0.38, 0.40, 0.00, 0.01, 0.50, 0.36, 0.34, 0.47, 0.46, 0.41, -0.20, 0.41, -0.88, -0.18, 0.32, -1.33, 0.41, -0.53, -0.70, 0.31, -0.19, -0.89, 0.09, -0.19, -0.79, 0.40, 0.42, 0.52, 0.42, 0.40, 0.38, 0.46, 0.57, 0.37], "total_charge": 1, "lumo_ev": -4.5, "gap_ev": 6.4, "max_force_ha_per_bohr": 0.053}